1.
Here is a 11-piece molecular cluster, C23H72N18O11 overall at a distorted geometry from the OMol25 dataset. Energies are from ωB97M-V with the def2-TZVPD basis set.

Each line ends with the Löwdin charge.
Element x y z (Å)
C1 2.635 4.544 -5.041  -0.102
O1 1.799 3.490 -5.473  -0.197
C2 0.419 3.851 -5.527  -0.202
C3 -0.404 3.929 -4.241  -0.406
C4 -0.325 5.278 -3.509  -0.065
N1 0.007 2.898 -3.289  0.050
H1 2.715 4.535 -3.947  0.082
H2 2.284 5.468 -5.505  0.091
H3 3.644 4.267 -5.357  0.087
H4 0.385 4.772 -6.127  0.117
H5 -0.025 3.227 -6.309  0.121
H6 -1.468 3.835 -4.473  0.120
H7 -0.654 6.217 -3.960  0.083
H8 0.620 5.536 -3.026  0.073
H9 -1.110 5.179 -2.748  0.049
H10 0.568 2.205 -3.771  0.088
H11 0.550 3.325 -2.548  0.063
C5 -4.245 1.036 0.232  -0.110
O2 -4.597 -0.272 0.576  -0.196
C6 -5.990 -0.540 0.643  -0.189
C7 -6.894 0.403 1.435  -0.441
C8 -6.559 0.484 2.905  -0.054
N2 -8.331 0.182 1.189  0.036
H12 -3.191 1.054 -0.039  0.058
H13 -4.466 1.595 1.151  0.092
H14 -4.776 1.461 -0.630  0.062
H15 -6.280 -0.559 -0.415  0.123
H16 -6.087 -1.542 1.065  0.131
H17 -6.751 1.354 0.906  0.121
H18 -5.556 0.899 3.051  0.057
H19 -6.510 -0.442 3.481  0.088
H20 -7.228 1.173 3.423  0.080
H21 -8.864 0.176 2.049  0.062
H22 -8.734 0.960 0.685  0.064
C9 6.555 -2.726 0.507  -0.088
O3 5.406 -3.146 1.215  -0.258
C10 5.290 -2.808 2.589  -0.182
C11 3.829 -2.807 3.078  -0.416
C12 2.972 -1.659 2.479  -0.033
N3 3.806 -2.633 4.529  0.024
H23 6.481 -1.647 0.335  0.089
H24 6.441 -3.241 -0.445  0.090
H25 7.495 -2.976 1.004  0.091
H26 5.927 -3.494 3.154  0.126
H27 5.739 -1.808 2.671  0.125
H28 3.419 -3.799 2.885  0.121
H29 3.550 -0.738 2.593  0.084
H30 2.018 -1.556 2.984  0.056
H31 2.911 -1.825 1.399  0.053
H32 2.853 -2.709 4.862  0.066
H33 4.079 -1.679 4.744  0.074
C13 -1.236 -4.247 4.254  -0.073
O4 -1.549 -3.473 3.093  -0.245
C14 -2.419 -2.353 3.193  -0.184
C15 -1.921 -1.238 4.164  -0.453
C16 -2.772 -0.008 3.965  -0.053
N4 -0.495 -0.965 4.086  0.060
H34 -2.123 -4.856 4.460  0.090
H35 -1.011 -3.537 5.051  0.077
H36 -0.439 -4.928 3.968  0.086
H37 -2.585 -1.991 2.177  0.112
H38 -3.395 -2.694 3.558  0.125
H39 -2.141 -1.756 5.108  0.121
H40 -3.771 -0.291 3.620  0.055
H41 -2.436 0.560 3.092  0.082
H42 -2.838 0.559 4.891  0.083
H43 -0.428 -0.278 3.341  0.068
H44 -0.088 -1.859 3.821  0.043
N5 3.836 -1.873 -1.737  0.190
C17 4.482 -1.843 -2.934  -0.616
N6 4.087 -2.818 -3.794  0.180
O5 5.324 -0.969 -3.187  -0.014
H45 4.142 -1.256 -1.007  0.097
H46 3.018 -2.423 -1.509  0.045
H47 3.364 -3.360 -3.354  0.102
H48 4.476 -2.877 -4.713  0.111
N7 5.036 1.314 -2.461  0.167
C18 4.198 1.847 -1.541  -0.602
N8 4.711 3.003 -0.991  0.165
O6 3.013 1.492 -1.358  -0.057
H49 5.975 1.647 -2.497  0.097
H50 4.836 0.373 -2.800  0.008
H51 4.209 3.578 -0.326  0.057
H52 5.607 3.257 -1.344  0.084
N9 1.375 3.031 0.621  0.165
C19 1.817 4.295 0.928  -0.652
N10 0.828 5.150 1.278  0.155
O7 2.980 4.706 0.832  -0.006
H53 2.020 2.447 0.090  0.057
H54 0.389 2.904 0.497  0.066
H55 -0.119 4.828 1.336  0.097
H56 1.121 6.086 1.488  0.108
N11 3.138 -4.924 0.500  0.182
C20 1.944 -4.554 -0.006  -0.618
N12 0.924 -5.388 0.323  0.171
O8 1.746 -3.480 -0.606  -0.026
H57 3.955 -4.325 0.516  0.077
H58 3.291 -5.811 0.940  0.105
H59 0.022 -5.250 -0.103  0.078
H60 1.224 -6.303 0.605  0.105
N13 -1.473 -3.736 0.311  0.142
C21 -2.334 -4.096 -0.670  -0.672
N14 -2.804 -3.004 -1.301  0.164
O9 -2.590 -5.280 -0.943  -0.020
H61 -1.003 -4.417 0.860  0.061
H62 -1.063 -2.807 0.282  0.066
H63 -3.514 -2.967 -2.004  0.100
H64 -2.439 -2.109 -0.978  0.056
N15 -3.372 2.887 -2.459  0.164
C22 -3.926 4.041 -1.951  -0.664
N16 -5.286 4.023 -1.836  0.151
O10 -3.271 5.027 -1.633  0.014
H65 -2.375 2.736 -2.460  0.064
H66 -4.026 2.138 -2.592  0.086
H67 -5.723 4.839 -1.450  0.105
H68 -5.858 3.233 -2.067  0.089
N17 -0.583 1.123 -0.896  0.163
C23 -0.306 -0.188 -0.636  -0.594
N18 1.015 -0.465 -0.758  0.200
O11 -1.171 -0.973 -0.213  -0.024
H69 0.105 1.734 -1.294  0.042
H70 -1.527 1.455 -0.946  0.058
H71 1.627 0.337 -0.883  0.049
H72 1.222 -1.406 -0.450  0.066

gap between HOMO and LUMO = 9.00 eV
SMILES = COC[C@H](C)N.COC[C@H](C)N.COC[C@H](C)N.COC[C@H](C)N.NC(N)=O.NC(N)=O.NC(N)=O.NC(N)=O.NC(N)=O.NC(N)=O.NC(N)=O
relative energy (zero: lowest compared OMol25 entry of this formula, charge and spin) = 1.850 eV
lowest unoccupied orbital energy = 0.302 eV

***

2.
Here is a 14-piece molecular cluster, C23H77N25O14 overall at a distorted geometry from the OMol25 dataset. Energies are from ωB97M-V with the def2-TZVPD basis set.

Each line ends with the Mulliken spin population.
Element x y z (Å)
C1 -2.083 -0.486 -0.573  -0.021
C2 -0.745 -0.355 0.279  -0.112
C3 0.157 0.886 -0.057  0.035
O1 1.467 0.982 0.426  -0.187
C4 2.253 -0.251 0.485  0.193
N1 -1.191 -0.253 1.687  -0.001
H1 -2.626 0.457 -0.524  0.000
H2 -2.726 -1.246 -0.129  0.011
H3 -1.739 -0.759 -1.571  0.000
H4 -0.134 -1.249 0.152  0.109
H5 -0.411 1.810 0.056  0.026
H6 0.220 0.805 -1.142  -0.014
H7 1.846 -0.728 1.376  0.258
H8 3.310 -0.021 0.620  0.008
H9 2.168 -0.828 -0.436  -0.173
H10 -0.423 -0.207 2.342  -0.001
H11 -1.623 0.660 1.669  -0.001
C5 -5.500 -1.487 -3.469  0.000
C6 -6.013 -2.402 -2.381  0.000
C7 -5.276 -1.981 -1.119  -0.001
O2 -5.783 -2.809 0.015  0.000
C8 -5.082 -2.499 1.295  -0.001
N2 -7.447 -2.197 -2.355  0.000
H12 -5.771 -0.434 -3.403  0.000
H13 -5.839 -1.793 -4.459  0.000
H14 -4.412 -1.478 -3.540  0.000
H15 -5.892 -3.452 -2.649  0.000
H16 -5.396 -0.952 -0.778  0.000
H17 -4.215 -2.184 -1.267  -0.001
H18 -5.257 -1.476 1.627  0.000
H19 -4.019 -2.739 1.311  0.003
H20 -5.558 -3.036 2.116  0.000
H21 -7.733 -2.537 -1.448  0.000
H22 -7.698 -1.235 -2.178  0.000
C9 5.031 -0.840 -4.943  -0.010
C10 4.964 -1.330 -3.476  -0.093
C11 4.119 -0.540 -2.498  -0.530
O3 4.236 0.836 -2.810  -0.191
C12 3.744 1.712 -1.799  0.232
N3 4.498 -2.685 -3.494  -0.010
H23 5.389 0.189 -4.896  0.001
H24 4.106 -1.061 -5.476  0.003
H25 5.804 -1.448 -5.412  -0.003
H26 6.022 -1.314 -3.218  0.088
H27 4.467 -0.679 -1.475  0.336
H28 3.104 -0.912 -2.637  -0.020
H29 2.721 1.445 -1.537  0.171
H30 3.699 2.633 -2.381  -0.029
H31 4.360 1.770 -0.902  0.031
H32 5.158 -3.170 -4.084  0.009
H33 4.966 -2.933 -2.634  -0.009
C13 1.373 4.945 -0.575  0.005
O4 0.939 5.427 0.474  0.000
N4 1.733 5.648 -1.619  0.022
N5 1.521 3.742 -0.784  -0.156
H34 1.710 5.252 -2.547  -0.009
H35 1.606 6.641 -1.490  -0.002
H36 2.109 3.645 -1.599  0.017
H37 1.333 2.966 -0.166  0.044
C14 6.586 -3.012 -0.260  1.721
O5 6.030 -3.625 -1.182  -0.564
N6 6.052 -2.178 0.561  -0.284
N7 7.858 -3.070 -0.086  -0.135
H38 6.461 -1.985 1.464  -0.292
H39 5.065 -1.969 0.501  0.333
H40 8.344 -2.800 0.757  -0.257
H41 8.440 -3.630 -0.692  0.008
C15 -2.312 -3.843 -2.918  0.029
O6 -2.561 -3.453 -4.050  -0.006
N8 -1.251 -3.387 -2.292  0.021
N9 -2.860 -4.754 -2.218  -0.004
H42 -0.839 -3.689 -1.421  -0.016
H43 -0.724 -2.894 -2.999  -0.001
H44 -2.521 -4.967 -1.291  -0.004
H45 -3.718 -5.096 -2.628  0.001
C16 3.432 -2.793 3.942  0.898
O7 3.709 -2.118 4.865  -0.370
N10 4.293 -3.584 3.310  -0.116
N11 2.298 -2.781 3.329  -0.218
H46 5.266 -3.768 3.510  -0.111
H47 3.893 -3.941 2.454  -0.026
H48 1.671 -2.082 3.701  0.135
H49 2.295 -3.179 2.401  -0.030
C17 -1.453 3.218 2.768  -0.008
O8 -1.798 2.190 3.292  0.000
N12 -0.218 3.599 2.843  0.001
N13 -1.994 3.792 1.728  0.004
H50 0.176 4.434 2.432  0.001
H51 0.380 3.074 3.465  -0.002
H52 -1.484 4.375 1.080  0.000
H53 -2.816 3.261 1.480  0.000
C18 -3.015 2.725 -2.835  0.002
O9 -3.778 3.677 -2.784  -0.001
N14 -3.125 1.787 -3.718  -0.002
N15 -1.979 2.556 -2.094  0.001
H54 -3.896 1.884 -4.364  0.000
H55 -2.433 1.054 -3.778  0.000
H56 -1.710 3.300 -1.466  0.002
H57 -1.400 1.746 -2.260  -0.001
C19 0.828 1.303 -4.287  0.048
O10 0.438 0.299 -3.797  -0.016
N16 2.029 1.646 -4.563  -0.012
N17 -0.065 2.268 -4.636  -0.004
H58 2.781 1.122 -4.139  0.016
H59 2.119 2.588 -4.915  -0.011
H60 -1.045 2.062 -4.503  0.002
H61 0.243 3.229 -4.640  -0.003
C20 0.654 -0.078 4.989  0.047
O11 0.723 -0.541 3.843  0.106
N18 1.573 -0.343 5.902  0.007
N19 -0.295 0.724 5.381  0.001
H62 2.440 -0.821 5.698  0.016
H63 1.372 0.037 6.815  -0.003
H64 -0.125 1.206 6.252  0.001
H65 -1.064 1.031 4.802  0.003
C21 -5.208 2.070 0.234  0.000
O12 -4.136 2.377 0.781  0.000
N20 -5.289 1.584 -0.999  0.000
N21 -6.353 2.198 0.876  0.000
H66 -4.442 1.502 -1.544  0.000
H67 -6.245 1.558 -1.322  0.000
H68 -6.359 2.376 1.870  0.000
H69 -7.123 1.781 0.373  0.000
C22 -2.926 -2.257 4.962  0.007
O13 -4.053 -2.394 5.387  -0.001
N22 -2.632 -1.594 3.916  0.004
N23 -1.766 -2.760 5.342  0.002
H70 -1.725 -1.348 3.545  -0.006
H71 -3.484 -1.438 3.396  -0.001
H72 -0.928 -2.518 4.831  0.001
H73 -1.678 -3.214 6.239  -0.001
C23 3.002 3.083 3.941  0.322
O14 1.948 3.301 4.531  -0.074
N24 3.117 2.226 2.932  -0.130
N25 4.150 3.733 4.091  0.081
H74 2.431 1.513 2.725  0.066
H75 4.063 2.050 2.625  -0.110
H76 5.053 3.375 3.811  -0.105
H77 4.076 4.524 4.715  0.007

gap between HOMO and LUMO (alpha / beta) = 1.88 / 8.22 eV
relative energy (zero: lowest compared OMol25 entry of this formula, charge and spin) = 0.902 eV
<S²> = 0.7506
lowest unoccupied orbital energy (alpha / beta) = 1.599 / 1.517 eV
charge = -1
multiplicity = 2

***

Which value of relative energy (zero: lowest compared OMol25 entry of this formula, charge and spin) does entry 2 give? 0.902 eV

***

Which value of relative energy (zero: lowest compared OMol25 entry of this formula, charge and spin) does entry 2 give? 0.902 eV